C42H86N2O22S7 | wB97M-V/def2-TZVPD

Last column: Löwdin charge in e.
CARTESIAN COORDINATES (ANGSTROEM)
C  3.7852  -3.6245  -6.1112  0.000
C  4.9930  -4.3951  -6.4501  -0.613
O  5.9133  -4.6185  -5.6509  0.013
N  5.1110  -4.7717  -7.6847  0.021
C  6.1614  -5.6963  -8.2586  -0.033
H  3.2835  -4.0842  -5.2597  0.092
H  3.1462  -3.7470  -6.9858  0.070
H  3.8918  -2.5552  -5.9286  0.094
H  4.4546  -4.4999  -8.4026  0.131
H  5.7010  -6.6594  -8.4787  0.074
H  7.0562  -5.9164  -7.6764  0.080
H  6.5520  -5.3315  -9.2086  0.073
C  -1.3936  0.4369  -8.7847  0.004
C  -1.0466  1.0927  -10.1481  -0.571
O  -0.4514  0.5669  -11.0676  0.032
N  -1.5547  2.3244  -10.2679  0.012
C  -1.4344  3.1527  -11.5411  -0.039
H  -0.5675  0.4558  -8.0739  0.079
H  -1.6038  -0.6018  -9.0395  0.077
H  -2.2716  0.9107  -8.3455  0.066
H  -1.9792  2.7367  -9.4495  0.121
H  -1.0833  2.4700  -12.3149  0.069
H  -0.8013  4.0397  -11.5164  0.078
H  -2.3887  3.2998  -12.0468  0.072
C  2.4405  4.6436  -5.9168  -0.055
C  2.8206  5.5121  -4.7556  -0.266
O  3.9286  6.2757  -5.1637  0.021
C  5.2121  6.0394  -4.7870  -0.537
O  5.5641  5.0560  -4.1896  0.126
O  6.0671  7.0462  -5.0873  -0.010
C  7.4251  6.8220  -5.0107  -0.080
H  1.4161  4.3334  -5.7106  0.080
H  3.1965  3.8855  -5.7123  0.088
H  2.4045  5.1715  -6.8698  0.088
H  2.8486  5.0649  -3.7619  0.132
H  2.0370  6.2334  -4.5239  0.117
H  8.0365  7.6825  -5.2823  0.094
H  7.6483  6.1700  -5.8552  0.102
H  7.7173  6.4596  -4.0251  0.102
C  -0.7186  12.3396  1.5924  -0.069
C  -1.9560  11.6866  2.1711  -0.198
O  -1.6219  10.2814  2.3942  0.001
C  -2.4541  9.5205  3.1537  -0.573
O  -3.0856  9.8693  4.1833  0.074
O  -2.4051  8.3221  2.6792  0.015
C  -3.1969  7.2641  3.2193  -0.026
H  -0.5664  11.9814  0.5742  0.080
H  0.2041  12.3903  2.1704  0.082
H  -1.0481  13.3787  1.5961  0.075
H  -2.8585  11.7948  1.5695  0.129
H  -2.1617  12.0467  3.1792  0.117
H  -4.2758  7.4064  3.1584  0.099
H  -2.8962  6.9549  4.2204  0.100
H  -2.9956  6.4504  2.5226  0.093
C  3.8580  2.7361  6.2162  -0.219
C  4.9045  3.0874  5.1664  -0.204
C  6.2832  3.5092  5.7848  -0.176
S  6.3222  3.1829  7.6593  0.740
O  6.4270  4.3378  8.5493  -0.340
O  7.2055  2.0078  7.8789  -0.368
C  4.6001  2.5893  7.5485  -0.242
H  3.3577  1.7760  6.0899  0.111
H  3.1197  3.5377  6.1941  0.109
H  4.6137  3.7792  4.3759  0.109
H  4.9437  2.1416  4.6261  0.107
H  6.4629  4.5842  5.7994  0.082
H  7.1591  3.0807  5.2977  0.093
H  4.0128  2.9200  8.4051  0.100
H  4.6012  1.5023  7.6302  0.097
C  -0.0962  0.6937  1.9984  -0.225
C  0.9008  -0.5225  1.9398  -0.208
C  0.3397  -1.5060  0.9059  -0.207
S  -0.4014  -0.4173  -0.4037  0.741
O  -1.8256  -0.7856  -0.5012  -0.359
O  0.4675  -0.2259  -1.5884  -0.368
C  -0.2796  1.1722  0.5747  -0.226
H  0.3998  1.4340  2.6261  0.106
H  -1.0873  0.6117  2.4444  0.117
H  1.0566  -0.9666  2.9229  0.116
H  1.8382  -0.1407  1.5352  0.111
H  -0.4774  -1.9180  1.4980  0.101
H  0.9601  -2.2755  0.4463  0.104
H  -1.1552  1.7838  0.3566  0.099
H  0.5168  1.8399  0.2461  0.099
C  -6.8063  -0.4463  -4.5354  -0.220
C  -7.5879  -0.4643  -3.1585  -0.210
C  -7.0887  0.6821  -2.2225  -0.193
S  -6.4706  1.9108  -3.4388  0.732
O  -5.0281  2.0675  -3.2620  -0.349
O  -7.3556  3.1240  -3.4253  -0.375
C  -6.7708  0.9789  -5.0140  -0.225
H  -7.2378  -1.1622  -5.2349  0.117
H  -5.7838  -0.6404  -4.2115  0.115
H  -7.3200  -1.4570  -2.7968  0.102
H  -8.6775  -0.4687  -3.1868  0.106
H  -6.2828  0.3491  -1.5685  0.104
H  -7.8997  1.1700  -1.6818  0.095
H  -5.9061  1.1163  -5.6634  0.101
H  -7.6893  1.4237  -5.3969  0.101
C  6.7794  -8.3538  1.4322  -0.174
C  6.0511  -7.6487  0.2000  -0.252
C  5.9294  -6.1971  0.3005  -0.253
S  5.9737  -5.8707  2.0761  0.675
O  4.7559  -5.2050  2.4724  -0.329
O  7.2544  -5.2640  2.2778  -0.333
C  6.2066  -7.6231  2.7129  -0.178
H  7.8026  -8.0433  1.2204  0.102
H  6.7457  -9.4414  1.4973  0.106
H  5.0069  -7.9496  0.2854  0.110
H  6.4657  -8.0542  -0.7229  0.119
H  5.0444  -5.7899  -0.1884  0.113
H  6.8131  -5.7187  -0.1218  0.108
H  5.1879  -7.9716  2.8827  0.090
H  6.7894  -7.5279  3.6291  0.095
C  -3.0328  -7.0805  -5.3454  -0.235
C  -1.9547  -5.9438  -5.6226  -0.156
C  -2.0824  -5.3586  -4.1673  -0.177
S  -2.1763  -6.8120  -2.8364  0.682
O  -3.2754  -6.6798  -1.9542  -0.315
O  -0.8645  -7.0941  -2.2595  -0.345
C  -2.5822  -7.9686  -4.1664  -0.245
H  -3.1571  -7.7024  -6.2320  0.108
H  -3.9883  -6.6938  -4.9909  0.107
H  -2.1191  -5.3024  -6.4884  0.102
H  -1.0230  -6.4151  -5.9353  0.104
H  -3.0543  -4.9135  -3.9538  0.082
H  -1.3515  -4.6433  -3.7902  0.086
H  -3.4192  -8.6193  -3.9130  0.103
H  -1.6662  -8.5348  -4.3351  0.099
C  -1.0933  -3.1335  11.2837  -0.217
C  -0.1579  -2.0048  11.7725  -0.230
C  0.7983  -1.5398  10.6855  -0.221
S  -0.2211  -1.5933  9.1909  0.706
O  0.4297  -2.3483  8.1446  -0.332
O  -0.6962  -0.2129  8.9712  -0.356
C  -1.5912  -2.6066  9.9548  -0.225
H  -1.9689  -3.2601  11.9205  0.117
H  -0.5020  -4.0431  11.1788  0.117
H  0.4995  -2.4434  12.5231  0.110
H  -0.8483  -1.3119  12.2536  0.120
H  1.5994  -2.2682  10.5594  0.104
H  1.3137  -0.5809  10.6319  0.107
H  -1.9456  -3.3783  9.2714  0.099
H  -2.5165  -2.0500  10.1031  0.100
C  -8.3584  -1.0830  5.2387  -0.188
C  -7.2577  -1.2786  6.4023  -0.214
C  -6.0627  -0.4694  5.9473  -0.227
S  -5.9470  -0.8656  4.1449  0.749
O  -4.9917  -2.0048  3.9881  -0.364
O  -5.7112  0.5107  3.6382  -0.370
C  -7.6578  -1.5103  3.9453  -0.217
H  -8.7093  -0.0537  5.1637  0.110
H  -9.2954  -1.5841  5.4814  0.106
H  -6.9335  -2.2988  6.6073  0.109
H  -7.6859  -1.0817  7.3852  0.105
H  -5.1260  -0.8473  6.3570  0.103
H  -6.2806  0.5986  5.9430  0.100
H  -7.4729  -2.5818  3.8694  0.099
H  -7.9918  -1.0547  3.0131  0.099

Cartesian forces (eV/Å) of the 6 atoms listed first:
-1.515 -0.024 -0.408
2.753 0.792 3.209
-0.942 -0.062 0.029
1.306 -2.084 -4.455
-0.484 0.162 0.097
0.095 0.091 0.039

Kohn-Sham gap (eV): 9.45
LUMO energy (eV): 0.138
Energy above the lowest of the compared OMol25 structures with the same formula, charge and spin (kJ/mol): 0.0
SMILES: O=S1(=O)CCCC1.O=S1(=O)CCCC1.O=S1(=O)CCCC1.O=S1(=O)CCCC1.O=S1(=O)CCCC1.O=S1(=O)CCCC1.O=S1(=O)CCCC1.CCOC(=O)OC.CCOC(=O)OC.CNC(C)=O.CNC(C)=O
Spin multiplicity: 1
E_tot (eV): -168811.0453